# C3H6BrHfO3

A structure of composition C3H6BrHfO3 at a distorted geometry (wB97M-V/def2-TZVPD, OMol25).

Each line ends with the Mulliken charge.
Element x y z (Å)
Hf -3.4586 -3.7575 3.5301  1.851
Br -6.0882 -2.3009 0.2636  0.351
C -1.0106 1.2334 -0.9764  -0.571
O 0.2906 0.8132 -0.6336  -0.209
C 0.4589 -0.1543 0.2931  0.817
O -0.4598 -0.7506 0.8934  -0.426
O 1.7597 -0.5931 0.3787  -0.173
C 2.8868 0.2033 -0.0235  -0.492
H -1.5091 1.6690 -0.1104  0.320
H -1.6386 0.4275 -1.3561  0.304
H -0.9990 2.0453 -1.7036  0.286
H 3.4819 0.6862 0.7516  0.321
H 2.6878 0.9434 -0.7985  0.316
H 3.5984 -0.4650 -0.5084  0.306

Forces on the atoms, in the same order (eV/Å):
Hf -0.07 -0.12 0.16
Br 0.07 0.03 -0.05
C -1.35 0.66 -0.16
O 0.88 -1.15 1.40
C -0.57 -0.90 -1.04
O 2.35 1.54 -1.03
O -1.27 1.03 0.40
C 0.02 0.67 -1.43
H -0.03 -0.08 0.36
H 0.19 -0.35 0.09
H 0.74 -0.23 -0.06
H -0.37 -0.28 0.89
H -0.69 0.00 0.29
H 0.09 -0.83 0.19

Properties
**Total charge**: +3
**Spin multiplicity**: 1
**Gap between HOMO and LUMO**: 2.07 eV

---

# C5H17N2O

A cluster of 2 separate species, C5H17N2O in total at a distorted geometry (wB97M-V/def2-TZVPD, OMol25).

Each line ends with the Mulliken charge.
Element x y z (Å)
N -0.0398 -1.9370 -0.8495  -0.315
C 0.5696 -1.1436 -1.9767  -0.580
C -0.3326 0.1164 -2.2559  -0.460
N -0.9414 0.5639 -0.9535  -0.157
C -0.0191 1.4185 -0.1620  -0.487
C -0.5160 1.4388 1.2568  -0.464
C 0.2052 2.5801 1.9921  -1.234
H -0.4568 -2.8464 -0.9817  0.370
H 0.5226 -1.9854 0.0764  0.422
H -0.8961 -1.3332 -0.5123  0.366
H 1.5032 -0.8175 -1.5843  0.362
H 0.5834 -1.7056 -2.9210  0.393
H 0.3398 0.9057 -2.6475  0.365
H -1.0616 0.1512 -3.0216  0.493
H -1.7620 1.1415 -1.1163  0.368
H 0.3428 2.4032 -0.6289  0.411
H 0.9600 0.9379 -0.0949  0.308
H -0.6166 0.5078 1.7442  0.475
H -1.5933 1.7713 1.2017  0.339
H -0.1995 2.8284 3.0229  0.348
H 0.4780 3.5208 1.4257  0.314
H 1.1949 2.2193 2.3579  0.357
H 0.4161 -4.3282 2.1711  0.326
H 0.9159 -3.0063 2.5935  0.334
O 0.4031 -3.4018 1.8637  -0.655

Forces on the atoms, in the same order (eV/Å):
N -1.80 2.18 3.11
C -1.80 0.28 -0.78
C 1.07 -0.35 1.30
N 2.99 4.48 -2.80
C 0.88 -2.44 1.19
C -2.39 4.21 -0.49
C 1.87 0.07 2.36
H 0.24 -0.79 -0.60
H -0.52 -0.52 -1.71
H 1.66 -1.79 -0.50
H 0.94 0.04 -0.36
H 0.57 -0.13 0.61
H 0.05 0.06 0.80
H -1.16 -1.24 -0.61
H -1.24 -0.71 0.47
H -1.49 -0.75 0.08
H 0.30 -0.38 -0.51
H 0.74 -1.17 0.51
H 0.60 -0.20 0.07
H -0.28 -0.06 -1.60
H -0.98 -1.10 0.36
H -0.27 -0.01 -0.62
H -0.30 0.20 -0.59
H -0.27 0.15 -0.40
O 0.59 -0.04 0.71

Properties
**Total charge**: +2
**Spin multiplicity**: 2
**Gap between HOMO and LUMO (spin up / spin down)**: 11.42 / 5.19 eV
**⟨S²⟩**: 0.75

---

# C12H9NO

An isolated molecule of C12H9NO at a distorted geometry (wB97M-V/def2-TZVPD, OMol25).

Each line ends with the Mulliken charge.
Element x y z (Å)
O 1.6648 -3.4113 3.7607  -0.507
C 2.0762 -2.0440 3.8270  -0.493
C 1.5422 -1.2450 2.7089  -0.148
C 1.0762 -0.8701 1.6920  -0.161
C 0.5967 -0.3813 0.4914  0.622
C 1.0714 -1.0817 -0.7155  -0.547
N 0.4692 -0.8159 -1.9089  -0.585
C -0.3407 0.3734 -1.9399  0.053
C -0.7101 0.8950 -3.1840  -0.299
C -1.5885 1.9973 -3.3277  -0.341
C -2.1666 2.5586 -2.2051  -0.505
C -1.7495 2.0915 -0.9679  -0.617
C -0.8223 0.9917 -0.8249  1.212
C -0.3608 0.5747 0.3634  -0.542
H 0.6643 -3.4350 3.7405  0.324
H 1.8929 -1.6441 4.8444  0.272
H 3.1743 -1.9730 3.6545  0.249
H 1.6545 -1.9863 -0.5369  0.423
H -0.3419 0.2967 -4.0290  0.413
H -1.8570 2.3901 -4.3790  0.277
H -3.0015 3.3542 -2.3285  0.282
H -2.1808 2.2579 0.0551  0.229
H -0.7630 1.1066 1.2097  0.391

Forces on the atoms, in the same order (eV/Å):
O -1.33 0.29 -0.05
C 0.72 0.30 -0.09
C 0.57 -1.48 2.65
C -0.28 0.93 -0.32
C 0.24 -0.61 -2.49
C -3.70 1.27 -1.29
N 1.39 1.33 2.21
C 1.27 -2.29 -1.54
C -0.87 0.27 -1.39
C 1.18 -1.34 -2.33
C -1.42 1.40 1.56
C -0.40 -1.24 1.34
C -1.38 2.32 -2.28
C 0.67 -0.24 3.18
H 1.74 0.14 0.02
H -0.14 0.12 -0.67
H -0.55 -0.63 0.44
H 0.13 0.31 -0.61
H -0.17 0.71 0.09
H 0.50 -0.82 1.88
H 1.70 -1.42 0.43
H 0.02 0.92 -1.38
H 0.11 -0.23 0.64

Properties
**Spin multiplicity**: 1
**Gap between HOMO and LUMO**: 8.15 eV
**Structure (SMILES)**: OCC#Cc1cnc2ccccc2c1

---

Sequential relative energy (zero: lowest compared OMol25 entry of this formula, charge and spin) output: 354.9; 299.6; 239.8 kJ/mol
Sequential molar mass output: 348.47; 121.20; 183.21 g mol⁻¹